No. 1
This record from OMol25 describes a cluster of 9 separate species, C44H97F6N5O6 in total at a distorted geometry. The level of theory is ωB97M-V/def2-TZVPD.

* energy above the lowest of the compared OMol25 structures with the same formula, charge and spin: 0.00 kcal per mole
* 2S+1: 1
* F_max: 1.417 eV/A
* Kohn-Sham gap: 8.8845 eV
* SMILES: CCOC(=O)C(F)(F)F.CCOC(=O)C(F)(F)F.CCN(CC)CC.CCN(CC)CC.CCN(CC)CC.CCN(CC)CC.CCN(CC)CC.CC(C)=O.CC(C)=O
* LUMO level: 0.587 eV

Geometry as XYZ:
```
158
Properties=species:S:1:pos:R:3:forces:R:3
H 1.965 -1.596 -4.743 -0.17 -0.04 -0.08
H -5.592 3.737 3.099 -0.01 0.11 -0.12
C 2.197 -2.110 0.328 0.55 0.40 -0.39
H -2.574 3.989 5.534 0.07 -0.10 -0.03
H 1.818 -0.602 -1.189 -0.13 -0.06 0.02
H 1.544 0.297 2.649 0.18 -0.05 0.06
H -6.746 7.241 3.697 0.00 0.00 -0.26
H -1.277 -0.532 -1.691 -0.06 0.01 0.04
H -1.435 -1.089 0.865 0.06 0.28 -0.01
H 1.003 1.663 0.239 0.01 -0.17 0.22
H -0.052 -5.640 3.933 -0.08 -0.01 0.20
H 1.225 2.226 -4.419 -0.18 0.13 -0.18
H -2.345 -3.141 1.835 0.00 -0.01 0.03
H -4.070 -5.605 1.174 0.09 0.00 -0.16
C 1.201 -5.281 0.418 -0.20 -0.24 -0.19
H 5.304 -0.854 2.061 -0.34 -0.06 -0.06
H -1.769 1.694 -2.766 0.18 0.07 -0.18
H -2.155 -9.009 3.337 -0.04 0.06 0.08
C -4.507 3.851 3.045 -0.36 -0.21 0.42
N 4.492 -1.847 -4.503 0.02 -0.58 0.14
H -3.825 4.205 -4.120 -0.06 0.09 -0.07
C 0.131 1.017 0.069 0.57 0.41 0.06
C -2.009 4.188 4.619 -0.38 0.13 0.39
H -3.733 -3.103 0.745 0.07 0.02 -0.08
H 0.527 -4.496 0.760 0.01 0.03 -0.07
H -3.177 1.777 -3.810 0.25 0.15 -0.28
H -4.574 3.016 1.024 0.00 -0.06 0.03
H 1.481 -5.863 1.298 0.08 -0.03 -0.03
H 0.006 1.123 -1.023 -0.30 -0.24 0.06
C 4.429 2.477 1.571 0.26 0.23 0.01
C -2.729 5.292 3.849 0.70 -0.42 -0.61
H -4.121 3.021 3.641 0.03 -0.09 -0.16
C -2.916 -7.078 2.778 0.00 0.01 0.53
H -2.799 3.419 -1.258 0.02 -0.13 0.11
N -4.163 5.070 3.768 0.03 0.58 0.12
H 3.855 -3.438 -3.193 -0.03 -0.12 -0.39
H -2.959 3.497 1.586 -0.05 -0.11 -0.13
H -0.947 -7.969 2.607 -0.05 0.11 -0.01
C 1.223 5.489 -1.216 -0.32 0.09 0.40
C 6.648 -0.596 -4.489 0.23 -0.25 -0.31
H 1.145 -7.023 -0.852 -0.07 0.10 -0.53
H 5.662 0.472 3.120 -0.25 0.19 0.08
H 3.779 -2.724 -6.284 -0.13 0.22 0.17
C -3.366 2.779 -1.932 -0.61 -0.05 -0.26
H -6.525 5.719 4.518 0.18 0.06 0.03
F 3.134 2.437 6.115 -0.03 0.04 0.00
N -1.908 3.523 -3.779 0.44 -0.21 -0.28
O 4.946 0.673 0.121 0.08 -0.07 -0.25
F 2.027 1.562 7.764 0.03 0.24 -0.32
C -2.858 4.249 -4.618 0.16 -0.06 0.09
H 1.843 -1.653 4.409 0.05 0.10 -0.02
H -0.285 -1.978 -1.822 -0.03 -0.02 -0.02
H -1.275 2.574 0.282 0.20 0.09 0.26
H -0.689 6.525 -1.302 0.00 0.03 0.23
N 0.476 -0.331 0.475 0.13 -0.03 -0.16
C 1.009 0.179 3.584 -0.39 0.14 -0.15
F -1.407 -3.939 -3.216 -0.03 0.02 -0.13
H -1.991 1.090 0.716 0.28 -0.31 -0.23
H -2.273 5.353 2.839 -0.07 0.09 0.10
C -2.523 2.378 -3.150 -0.83 -0.25 0.96
C -2.119 -5.043 3.814 0.23 -0.46 0.72
H 1.381 -2.669 -3.466 0.01 -0.09 -0.05
H -1.942 3.257 4.057 0.09 -0.02 -0.03
H 2.001 -3.358 -4.967 0.05 -0.01 -0.03
F -0.103 -4.815 -4.712 -0.08 -0.12 0.15
H -2.293 -4.073 0.332 0.02 0.11 -0.02
C 1.910 2.198 6.579 -0.15 -0.24 0.46
C -1.044 -1.485 -1.212 0.14 0.15 -0.03
C -0.729 3.150 -4.558 0.21 0.10 -0.34
H -0.377 -4.105 4.771 -0.11 -0.06 0.08
H -0.226 -2.277 0.591 0.07 0.05 0.05
O 1.706 1.014 4.544 0.46 -0.12 -0.30
C 1.906 6.467 -2.133 -0.07 0.28 -0.26
C 4.782 1.048 1.255 -0.14 -0.01 0.32
C 3.517 -2.479 -3.628 -0.20 0.26 0.73
C 4.908 0.097 2.420 0.77 -0.30 -0.05
H -2.503 6.252 4.311 -0.35 0.04 0.17
C -1.039 1.632 0.791 -1.32 0.41 -0.33
C -0.288 5.519 -1.188 0.57 -0.08 -0.72
H -0.273 -4.211 3.006 -0.24 0.18 0.08
C -2.941 -3.740 1.146 -0.13 -0.17 -0.18
C 2.136 -2.553 -4.247 -0.03 0.01 -0.05
C 0.408 2.540 -3.762 0.73 -0.07 0.11
H 2.651 5.974 -2.756 0.07 -0.07 0.12
H 6.111 0.279 -4.855 -0.13 0.02 0.16
N -2.482 -5.702 2.560 -0.55 0.00 -0.54
H -1.518 5.774 -5.369 0.10 0.22 0.09
C -1.021 -5.092 -3.772 0.17 0.16 0.20
H 6.291 -2.483 -3.494 -0.08 -0.07 -0.25
C -0.637 -4.717 3.907 0.43 0.08 -0.56
H -1.948 -2.093 -1.228 0.04 -0.06 -0.05
H 5.379 -2.043 -6.362 -0.09 0.08 0.03
H -2.964 3.734 -5.589 -0.08 0.05 0.03
H 5.000 3.139 0.920 -0.14 -0.03 -0.12
O 1.849 4.702 -0.546 0.14 -0.11 0.00
C 1.054 1.314 5.638 -0.04 0.20 0.17
H -3.740 -7.097 3.517 -0.05 -0.09 -0.15
H 2.094 -4.832 -0.017 -0.05 -0.13 0.05
H 2.407 7.222 -1.523 0.07 -0.07 0.02
H -1.011 4.500 4.926 0.07 -0.01 -0.19
C -6.344 6.235 3.571 -0.31 -0.17 0.36
H -3.240 6.171 -5.440 0.13 0.17 -0.04
H 0.168 1.641 -3.195 -0.23 0.10 0.00
C -4.857 6.258 3.267 0.37 -0.20 -0.19
H -0.385 -6.622 -0.066 0.01 -0.09 -0.17
C -1.804 -7.975 3.285 0.21 -0.34 -0.19
H -4.102 4.722 1.103 -0.15 -0.07 -0.13
H -0.340 4.064 -5.017 -0.05 -0.04 0.01
H -0.947 1.829 1.859 0.56 0.01 -0.03
F 1.299 3.369 6.798 0.09 -0.14 -0.09
H -2.427 6.211 -3.871 0.23 0.13 -0.02
F -2.070 -5.644 -4.366 -0.11 -0.09 -0.07
C -2.460 5.706 -4.834 -0.59 -0.48 -0.08
C 4.707 -2.618 -5.720 0.59 -0.27 -0.44
C -0.570 -1.305 0.232 -0.44 -0.43 -0.01
O 0.022 -5.403 -1.664 0.25 0.26 -0.01
O -0.435 -7.237 -2.869 -0.08 -0.62 -0.13
H 4.657 2.741 2.603 -0.16 -0.08 0.06
H -3.306 -7.485 1.845 0.03 0.08 -0.09
H 5.446 -1.146 -2.812 -0.10 0.10 -0.15
H -2.330 -5.717 4.661 -0.13 0.02 -0.18
H 1.194 6.988 -2.774 0.00 -0.05 -0.02
H -0.550 4.992 -2.121 -0.39 -0.08 0.27
H 4.644 -4.726 -5.074 -0.07 0.02 -0.13
H -2.763 -4.184 4.023 0.18 0.22 -0.32
C -3.535 -4.944 1.852 0.44 0.27 0.91
H 7.138 -1.048 -5.358 -0.02 -0.01 0.08
H 2.491 0.021 0.296 0.03 -0.01 -0.07
H 2.036 -2.263 1.397 -0.38 -0.18 -0.07
C -4.020 3.754 1.601 0.38 0.28 0.17
H 3.974 -0.042 2.964 -0.06 0.10 -0.01
H 3.275 -2.236 0.197 -0.01 0.12 -0.24
H -4.666 6.392 2.189 -0.21 0.06 -0.02
H 3.368 2.642 1.374 -0.02 0.03 0.01
H 5.533 -4.409 -6.580 -0.04 -0.10 0.03
H 0.866 3.262 -3.079 -0.23 -0.06 0.12
H -4.382 7.127 3.726 -0.11 -0.04 0.22
H 0.016 0.604 3.436 0.02 -0.01 0.02
C 0.494 -6.201 -0.563 -0.04 0.11 1.24
C 0.897 -1.254 4.037 -0.07 -0.22 0.03
H 7.440 -0.271 -3.813 -0.04 0.02 0.00
O -0.055 0.988 5.936 -0.19 0.03 0.12
H 0.141 -1.348 4.815 0.08 -0.03 0.07
C 5.315 -4.028 -5.582 -0.10 0.13 0.29
H 0.585 -1.876 3.196 -0.01 0.11 -0.04
C 5.728 -1.578 -3.779 0.04 0.42 0.50
H -0.984 2.493 -5.412 -0.15 -0.05 0.20
H -6.942 5.698 2.832 0.09 0.15 -0.16
H -4.293 3.304 -2.193 0.26 0.21 -0.19
C 1.773 -0.705 -0.091 0.14 -0.03 0.41
H -3.748 1.888 -1.425 0.39 -0.02 0.18
H -1.447 -7.699 4.276 -0.05 0.07 0.02
H -4.255 -4.584 2.609 -0.20 -0.12 -0.25
C -0.442 -6.059 -2.705 -0.02 0.27 -0.24
H 3.400 -1.847 -2.743 0.22 0.22 -0.04
H 6.246 -4.034 -5.011 0.05 0.10 -0.10
H 1.711 -2.857 -0.300 -0.05 0.05 0.36
H -0.662 4.992 -0.319 -0.15 -0.03 0.03
```
Forces are in eV/Å.



No. 2
This record from OMol25 describes a structure of composition C50H42N7O4SbY at a distorted geometry. The level of theory is ωB97M-V/def2-TZVPD.

* energy above the lowest of the compared OMol25 structures with the same formula, charge and spin: 31.94 kcal per mole
* 2S+1: 1
* F_max: 2.460 eV/A
* Kohn-Sham gap: 6.0038 eV
* charge: +1
* LUMO level: -2.944 eV

Geometry as XYZ:
```
105
Properties=species:S:1:pos:R:3:forces:R:3
C 2.977 -1.566 -2.831 0.11 0.03 0.16
C 2.895 -0.780 3.721 -0.11 0.04 0.09
C 0.554 -5.746 0.377 -0.06 -0.11 0.05
C -1.614 1.283 -5.152 -0.13 0.03 0.01
O 2.819 -0.422 -0.043 -0.07 -0.06 0.00
C 1.901 -0.810 2.760 0.17 -0.31 0.14
C 3.678 3.594 2.819 -0.34 -0.29 -0.19
C -2.860 -0.053 2.491 -0.30 0.01 0.16
C -3.174 1.328 -0.956 -0.17 -0.03 0.21
H -2.645 6.267 -0.548 -0.06 0.12 -0.03
H -4.743 -2.262 -1.840 -0.08 0.02 0.01
H 3.666 -1.622 -6.138 0.06 0.01 -0.09
C -1.900 -1.969 1.697 0.04 -0.37 -0.05
C 1.516 0.705 4.971 -0.22 -0.05 -0.21
O 6.361 4.119 3.254 0.45 0.45 0.96
C -1.577 1.265 -2.383 -0.40 0.08 -0.75
C 0.580 0.643 3.947 0.06 0.05 0.29
H 5.101 1.801 0.338 0.16 0.00 -0.07
H -1.595 1.278 -6.231 -0.02 0.02 -0.10
C 0.954 -1.592 -4.121 -0.12 -0.09 0.10
H -1.439 0.568 4.519 0.01 0.12 -0.02
H 1.203 -1.616 -6.245 -0.05 0.00 -0.07
C -2.826 1.319 -4.495 -0.06 -0.04 0.02
C -1.251 -3.532 -2.835 0.11 -0.15 -0.09
H -0.671 2.113 4.862 -0.11 -0.05 -0.10
N -1.340 1.848 2.855 0.06 -0.04 -0.29
H -0.912 -4.357 -0.318 -0.03 -0.05 0.01
C -1.054 4.930 -1.087 -0.06 -0.01 0.11
C -2.014 5.451 -0.235 0.21 -0.14 -0.03
C 2.491 0.765 -0.042 1.95 -0.04 0.28
C 4.352 2.168 1.021 -0.50 -0.24 0.08
H 3.792 -1.359 3.584 0.11 -0.08 -0.03
C -1.362 -2.471 -1.950 0.43 0.44 0.29
H 4.802 -1.580 -3.949 0.05 0.02 0.03
H -2.114 3.751 3.402 0.18 -0.04 -0.05
H -4.755 -0.239 3.484 -0.03 0.07 0.07
C 6.141 3.733 2.116 -1.56 -0.70 -0.11
H 1.598 3.464 3.308 -0.02 0.04 0.06
H -2.835 5.337 1.745 -0.03 0.01 0.12
H -0.128 -1.596 -4.180 0.07 0.02 -0.04
H -2.736 -1.226 -0.879 -0.03 0.01 -0.03
H 3.113 -2.919 -0.133 0.12 0.01 -0.01
C -2.958 -2.749 2.129 -0.05 0.14 0.05
H -4.770 1.388 -2.331 0.05 0.00 0.09
H 0.460 3.406 -1.284 -0.06 -0.05 -0.07
N -1.866 1.268 -1.022 0.08 -0.22 0.35
Sb 0.409 -1.571 -1.070 -0.09 -1.87 -1.27
C 1.892 -5.970 0.649 0.00 -0.06 -0.01
C 1.702 -1.603 -5.287 -0.04 -0.04 -0.09
N -0.463 3.290 0.542 -0.22 0.13 0.00
C -3.962 -0.756 2.964 0.18 0.03 -0.10
C -2.130 4.921 1.042 0.12 -0.12 0.03
C 0.134 -4.511 -0.085 -0.11 0.08 -0.02
C 3.086 -1.603 -5.228 0.01 -0.01 -0.05
H -4.522 -4.109 -3.465 -0.07 -0.06 -0.03
C -1.293 3.314 2.813 0.09 0.32 -0.07
H -3.326 1.711 3.611 0.09 0.01 -0.19
H -3.753 1.341 -0.051 -0.05 -0.04 0.17
C 2.707 0.006 4.846 -0.12 -0.09 -0.21
N 0.779 -0.089 2.844 0.11 -0.02 0.00
C 2.812 -4.953 0.463 0.10 -0.05 0.02
H 3.928 4.328 3.568 0.08 0.04 0.10
H -1.039 -2.432 1.228 -0.06 -0.04 -0.02
H 2.217 -6.939 0.994 0.05 -0.11 0.05
O 1.562 1.256 -0.766 -0.73 0.31 -0.58
H -0.270 -3.911 -3.089 0.03 -0.07 -0.10
H -2.280 -4.945 -4.064 0.02 -0.08 -0.08
C -1.319 3.854 1.403 -0.24 0.10 0.05
O 6.753 3.714 1.061 0.80 -0.02 -0.93
H -3.763 1.352 -5.029 -0.10 -0.01 -0.10
C -3.642 -3.657 -3.034 -0.06 0.01 0.00
C -0.305 3.848 -0.658 0.10 0.13 -0.07
C 1.591 -1.582 -2.886 -0.39 0.22 0.49
H 1.313 1.291 5.853 -0.01 0.12 0.06
C -3.764 -2.615 -2.133 -0.18 0.01 0.02
C -2.739 1.431 2.720 -0.15 -0.04 -0.11
C -2.628 -2.031 -1.597 -0.05 0.25 0.18
H -2.949 -3.814 1.966 0.06 -0.12 0.00
N -3.778 1.354 -2.159 -0.05 0.01 0.17
Y 0.003 0.875 0.701 -1.10 1.17 1.86
H -4.874 -2.688 3.101 -0.11 -0.11 0.06
H 3.459 0.062 5.617 0.08 0.03 0.04
C -0.363 1.258 -3.070 -0.05 0.09 -0.06
H 0.520 1.249 -4.998 0.07 -0.01 -0.03
C -2.787 1.311 -3.109 0.77 -0.02 -0.07
C 2.396 3.113 2.665 -0.08 0.11 0.23
H 3.857 -5.130 0.666 0.10 0.02 0.03
H -0.893 5.340 -2.069 0.04 0.05 -0.13
H -0.348 3.645 3.254 -0.16 -0.06 0.01
C 1.056 -3.491 -0.286 -0.15 0.68 -0.02
C 2.394 -3.715 0.003 0.11 0.16 0.02
N 2.058 2.204 1.750 -0.23 -0.33 -0.60
C 3.723 -1.582 -3.999 0.05 -0.04 -0.03
C 3.040 1.739 0.959 0.34 0.27 0.08
H -3.164 1.974 1.868 0.00 0.04 0.10
C 4.672 3.120 1.976 0.82 0.49 0.15
H 3.484 -1.516 -1.880 0.05 -0.04 -0.02
C -2.381 -4.120 -3.375 0.04 -0.10 -0.12
C -0.762 1.325 4.106 0.23 -0.29 0.20
N -1.860 -0.646 1.836 0.01 0.32 -0.32
H 2.008 -1.442 1.886 0.06 0.12 0.04
C -4.022 -2.124 2.760 0.17 0.06 -0.11
C -0.408 1.263 -4.448 0.06 0.07 0.04
H -0.166 -6.539 0.510 -0.07 -0.09 0.03
H 0.586 1.265 -2.558 0.02 -0.07 0.00
```
Forces are in eV/Å.



No. 3
This record from OMol25 describes a cluster of 2 separate species, C3H7O2S in total at a distorted geometry. The level of theory is ωB97M-V/def2-TZVPD.

* energy above the lowest of the compared OMol25 structures with the same formula, charge and spin: 18.11 kcal per mole
* 2S+1: 1
* F_max: 1.135 eV/A
* Kohn-Sham gap: 7.0740 eV
* charge: -1
* LUMO level: 3.207 eV

Geometry as XYZ:
```
13
Properties=species:S:1:pos:R:3:forces:R:3
H -1.828 -1.927 -1.423 -0.36 -0.46 -0.02
S -1.669 0.205 -0.379 -0.09 -0.08 -0.12
H -2.708 -0.675 -2.377 -0.19 -0.06 -0.01
C -1.826 -0.917 -1.799 0.76 0.46 0.29
H -0.045 -0.134 1.327 0.18 0.36 -0.26
C -0.193 -0.561 0.334 -0.84 0.06 0.76
H -0.935 -0.816 -2.421 -0.09 0.09 -0.14
O 1.979 1.785 0.376 -0.27 0.30 -0.26
O 3.123 1.025 2.162 0.22 -0.11 -0.10
H 1.624 2.269 2.344 -0.27 0.33 -0.47
H -0.441 -1.603 0.554 0.36 -0.11 -0.51
C 2.248 1.708 1.584 0.31 -0.57 0.81
H 0.671 -0.358 -0.281 0.29 -0.20 0.03
```
Forces are in eV/Å.



Which value of 2S+1 does entry 2 give? 1



Which of these has the highest Kohn-Sham gap? C44H97F6N5O6